Record 1
Here is a gas-phase ion, C5H9N (charge -1) in a non-equilibrium geometry from the OMol25 dataset. Energies are from ωB97M-V/def2-TZVPD.

```
15
Properties=species:S:1:pos:R:3:mulliken_spin:R:1
C -1.7551 0.9089 1.9328 0.029
N -0.4034 0.8415 1.6416 -0.028
C -0.0398 -0.0752 0.5314 0.537
C 0.8385 0.1476 -0.5307 0.150
C 1.1519 -1.0988 -1.3203 0.052
C 1.4840 -1.1781 -2.6190 0.280
H -2.0914 -0.0906 2.4204 0.008
H -2.2212 1.2369 0.9676 -0.016
H -2.2037 1.6537 2.7306 0.000
H 0.0464 1.7829 1.6313 0.014
H -0.9938 -0.6257 0.1572 0.061
H 1.5600 0.8729 -0.4628 0.007
H 0.9981 -1.9792 -0.7480 -0.065
H 1.7155 -2.0944 -3.2387 0.011
H 1.9139 -0.3022 -3.0934 -0.040
```

Results
Total charge = -1
2S+1 = 2
HOMO (spin up / spin down) = 0.0200 / -0.0892 hartree
Frontier orbital gap (spin up / spin down) = 3.6 / 6.5 eV


Record 2
Here is 4 unconnected molecules or ions with the total composition C18H40O14P3S2 in a non-equilibrium geometry from the OMol25 dataset. Energies are from ωB97M-V/def2-TZVPD.

```
77
Properties=species:S:1:pos:R:3:lowdin_charge:R:1
O -4.2760 1.4294 1.3567 -0.338
S -2.9184 1.5051 1.8153 0.617
O -2.3625 2.7954 1.5664 -0.309
C -1.9451 0.2179 0.9841 -0.390
S -2.9861 -1.2937 0.8405 1.132
C -1.9241 -2.7566 1.0736 -0.330
C -2.1373 -3.4951 2.4182 -0.164
C -2.2621 -2.4718 3.5442 -0.300
C -3.5005 -2.1694 4.0979 -0.077
C -3.5607 -1.1943 5.0868 -0.074
C -2.3982 -0.5723 5.5133 -0.081
C -1.1707 -0.8923 4.9624 -0.052
C -1.1014 -1.8475 3.9572 -0.047
H -2.8582 1.3250 3.1729 0.103
H -1.0052 0.0296 1.5158 0.090
H -1.7751 0.5638 -0.0413 0.081
H -3.8820 -1.1525 1.8556 0.020
H -0.8743 -2.4445 1.0068 0.082
H -2.1578 -3.4592 0.2668 0.099
H -2.9390 -4.2398 2.4219 0.124
H -1.2089 -4.0527 2.6068 0.130
H -4.3748 -2.6998 3.7189 0.122
H -4.5317 -0.9328 5.5009 0.116
H -2.5090 0.1768 6.2945 0.117
H -0.2261 -0.4052 5.2456 0.098
H -0.1295 -2.0738 3.5185 0.126
C 1.2025 0.2278 -2.4795 -0.100
O 0.8211 -1.0571 -2.9811 -0.297
P 1.4414 -2.3645 -2.1528 0.677
O 0.9097 -1.9008 -0.8124 -0.305
O 2.9805 -1.8470 -2.4155 -0.269
C 3.4777 -1.7399 -3.7601 -0.100
O 2.0366 -3.7979 -1.5069 -0.237
C 2.6272 -4.7696 -2.3981 -0.100
H 0.2998 0.8034 -2.2784 0.079
H 1.7973 0.1647 -1.5728 0.079
H 1.7808 0.7473 -3.2435 0.096
H 3.8997 -0.7452 -3.8944 0.093
H 2.6940 -1.8917 -4.5027 0.089
H 4.2639 -2.4788 -3.9125 0.083
H 3.6433 -4.4700 -2.6572 0.081
H 2.0339 -4.8896 -3.3033 0.086
H 2.6682 -5.7237 -1.8784 0.090
C 2.6620 3.1136 3.3767 -0.106
O 2.5657 1.8989 2.6272 -0.318
P 2.7692 0.4594 3.4574 0.670
O 1.6998 0.7171 4.4901 -0.269
O 4.2590 0.9497 3.9589 -0.263
C 5.2771 1.2474 2.9927 -0.109
O 3.0885 -1.0919 4.0289 -0.237
C 4.0280 -1.9162 3.3075 -0.102
H 1.7547 3.6886 3.1995 0.094
H 2.7793 2.9410 4.4425 0.088
H 3.5193 3.6807 3.0105 0.089
H 5.6853 2.2329 3.2128 0.091
H 4.8913 1.2466 1.9728 0.086
H 6.0764 0.5109 3.0736 0.082
H 5.0491 -1.6209 3.5519 0.081
H 3.8700 -1.8496 2.2312 0.083
H 3.8814 -2.9477 3.6192 0.089
C -1.6685 3.3578 -7.4363 -0.108
O -1.7247 4.1328 -6.2378 -0.305
P -1.4173 3.3481 -4.7966 0.667
O -0.0834 2.7657 -5.1344 -0.251
O -2.6465 2.2866 -5.1100 -0.275
C -3.9752 2.7793 -5.3249 -0.119
O -1.3786 2.7994 -3.1950 -0.258
C -2.4429 3.1638 -2.2940 -0.103
H -0.9767 3.8481 -8.1186 0.097
H -1.3418 2.3366 -7.2611 0.087
H -2.6622 3.3422 -7.8881 0.087
H -4.3555 2.3566 -6.2543 0.089
H -4.0058 3.8667 -5.3961 0.087
H -4.6173 2.4566 -4.5045 0.078
H -3.3240 2.5464 -2.4830 0.079
H -2.6994 4.2176 -2.3920 0.090
H -2.0989 2.9785 -1.2772 0.067
```

Results
Total charge = +1
HOMO = -0.4286 hartree
Frontier orbital gap = 6.9 eV


Record 3
Here is a molecular structure, C17H15ClN3O4Y in a non-equilibrium geometry from the OMol25 dataset. Energies are from ωB97M-V/def2-TZVPD.

```
41
Properties=species:S:1:pos:R:3:lowdin_charge:R:1
Y -0.0104 -0.0696 -0.0599 1.688
C 3.0177 -1.6115 -0.3434 -0.005
C 3.2585 -0.1341 -0.2029 -0.275
C 4.5544 0.3511 -0.0746 0.025
C 4.7576 1.7064 0.0685 0.023
C 3.6669 2.5729 0.0786 0.032
C 2.4056 2.0418 -0.0469 -0.179
N 2.2084 0.7060 -0.1885 0.013
C 1.1708 2.8938 -0.0380 -0.166
C 1.2036 4.2761 -0.0094 0.040
C 0.0010 4.9657 0.0051 0.027
C -1.2047 4.2820 -0.0092 0.040
C -1.1786 2.8995 -0.0380 -0.165
N -0.0055 2.2385 -0.0563 0.021
C -2.4172 2.0523 -0.0468 -0.179
C -3.6765 2.5890 0.0766 0.032
C -4.7701 1.7256 0.0677 0.023
C -4.5718 0.3695 -0.0720 0.025
C -3.2779 -0.1213 -0.1995 -0.275
C -3.0404 -1.5991 -0.3360 -0.005
N -2.2255 0.7159 -0.1863 0.013
H 3.7564 -2.0451 -1.0151 0.107
H 2.0386 -1.8814 -0.7565 0.058
H 3.0939 -2.1178 0.6205 0.107
H 5.3873 -0.3384 -0.0922 0.140
H 5.7606 2.0989 0.1722 0.137
H 3.8259 3.6335 0.1972 0.123
H 2.1366 4.8180 -0.0045 0.125
H 0.0036 6.0477 0.0266 0.138
H -2.1353 4.8283 -0.0038 0.125
H -3.8314 3.6504 0.1929 0.123
H -5.7714 2.1231 0.1701 0.137
H -5.4077 -0.3165 -0.0878 0.140
H -3.7810 -2.0346 -1.0043 0.107
H -3.1146 -2.1027 0.6295 0.107
H -2.0630 -1.8719 -0.7516 0.058
O -1.2005 -1.9348 3.0477 -0.194
Cl -0.0105 -1.5436 2.4117 0.780
O 1.1751 -1.9386 3.0533 -0.194
O -0.0075 -0.0420 2.1563 -0.416
O -0.0075 -2.0203 0.9566 -0.461
```

Results
Total charge = +2
HOMO = -0.5690 hartree
Frontier orbital gap = 8.2 eV


Number 1: DFT total energy -250.5131 Ha, M 83.1 g mol⁻¹. Number 2: DFT total energy -3583.1439 Ha, M 637.6 g mol⁻¹. Number 3: DFT total energy -1619.9388 Ha, M 449.7 g mol⁻¹.